[1]
The following is a DFT calculation (ωB97M-V/def2-TZVPD) of a cluster of 2 separate species, C3H9NO in total in a non-equilibrium geometry.

For the LUMO energy (spin up / spin down), the calculation gives -0.629 / -0.489 eV. The calculation puts the total energy at -6789.494 eV.

Last column: Löwdin charge in e.
CARTESIAN COORDINATES (ANGSTROEM)
C -1.28 0.13 0.55  -0.458
C 2.57 0.12 0.19  -0.157
C -2.21 -0.16 -0.62  -0.085
N 1.12 0.05 0.21  -0.010
O -0.60 -0.87 1.06  -0.061
H 0.84 -0.53 -0.58  0.069
H -1.68 0.84 1.30  0.120
H -0.32 0.78 0.13  0.142
H 2.93 0.75 0.99  0.067
H 2.95 0.49 -0.78  0.081
H 2.99 -0.89 0.31  0.087
H -1.69 -0.76 -1.38  0.068
H -3.08 -0.72 -0.29  0.068
H -2.55 0.77 -1.09  0.069

[2]
The following is a DFT calculation (ωB97M-V/def2-TZVPD) of the ion C6H7N2 with charge +1 in a non-equilibrium geometry.

For the LUMO energy (spin up / spin down), the calculation gives -6.154 / -4.946 eV. The calculation puts the total energy at -9301.031 eV. Its charge is +1.

Last column: Löwdin charge in e.
CARTESIAN COORDINATES (ANGSTROEM)
C -0.15 -0.54 0.99  0.016
C -3.27 0.12 -1.09  0.112
C 0.41 0.67 -0.92  -0.015
C -0.80 0.40 0.16  -0.205
C 1.56 0.43 -0.02  0.023
C -2.07 0.02 -0.43  -0.244
N -2.91 -1.08 -0.46  0.091
N 1.18 -0.40 0.95  0.134
H 0.45 -0.08 -1.67  0.128
H 0.18 1.61 -1.38  0.135
H -1.17 1.46 0.59  0.239
H 2.40 1.06 -0.13  0.137
H -2.88 -2.01 -0.84  0.124
H 1.68 -0.87 1.68  0.196
H -0.49 -1.31 1.55  0.129

[3]
The following is a DFT calculation (ωB97M-V/def2-TZVPD) of an isolated molecule of C8H7NO3 in a non-equilibrium geometry.

For the LUMO energy, the calculation gives -1.240 eV. The calculation puts the total energy at -16038.341 eV. Its SMILES is O=[N+]([O-])/C=C/c1ccccc1O.

Last column: Löwdin charge in e.
CARTESIAN COORDINATES (ANGSTROEM)
O 3.83 1.13 0.41  0.053
N 3.62 0.00 -0.02  -0.421
O 4.52 -0.78 -0.35  0.062
C 2.30 -0.41 -0.21  -0.001
C 1.26 0.47 0.08  0.039
C -0.14 0.08 0.01  -0.169
C -0.65 -1.24 0.14  -0.033
C -1.97 -1.57 0.16  -0.087
C -2.87 -0.54 -0.05  -0.086
C -2.46 0.74 -0.14  -0.021
C -1.11 1.05 -0.09  -0.265
O -0.81 2.39 -0.13  0.065
H 2.15 -1.48 -0.50  0.144
H 1.52 1.37 0.67  0.142
H 0.06 -2.05 0.32  0.114
H -2.28 -2.60 0.28  0.109
H -3.98 -0.71 -0.10  0.129
H -3.15 1.58 -0.25  0.128
H 0.14 2.55 -0.24  0.098